[1]
A 2-piece molecular cluster, C16H23F3NO6S overall. Source: the OMol25 dataset; level of theory: the ωB97M-V functional and the def2-TZVPD basis.

## Properties
Charge = -1
Spin multiplicity = 1
Frontier orbital gap = 5.707 eV
LUMO energy = 2.734 eV
HOMO level = -2.974 eV

Element x y z (Å)
1 C -1.8962 -3.0355 -0.6768
2 C -0.6859 -2.1118 -0.7322
3 C -0.5867 -1.3324 -2.0378
4 C 0.6145 -0.3823 -2.1277
5 C 0.7211 0.6901 -1.1176
6 C 2.0914 1.2259 -0.8849
7 O 2.3724 2.2423 -0.2830
8 O 3.0370 0.4183 -1.4281
9 C 4.3658 0.9716 -1.3495
10 C 5.2247 0.2618 -2.3598
11 C -0.3870 1.6803 -0.9377
12 O -0.2916 2.7208 -0.3073
13 O -1.5321 1.3315 -1.5794
14 C -2.6478 2.2237 -1.3309
15 C -3.6540 2.0848 -2.4417
16 H -1.8363 -3.6610 0.2172
17 H -2.8341 -2.4723 -0.6409
18 H -1.9194 -3.6996 -1.5461
19 H -0.7237 -1.3935 0.1014
20 H 0.2454 -2.6859 -0.6078
21 H -0.4757 -2.0448 -2.8687
22 H -1.4994 -0.7476 -2.2102
23 H 1.5533 -0.9592 -2.0914
24 H 0.5810 0.1060 -3.1251
25 H 4.3176 2.0452 -1.5583
26 H 4.7351 0.8264 -0.3274
27 H 6.2451 0.6365 -2.2788
28 H 5.2322 -0.8172 -2.1870
29 H 4.8731 0.4626 -3.3779
30 H -3.0715 1.9614 -0.3538
31 H -2.2654 3.2479 -1.2940
32 H -4.4262 2.8429 -2.3004
33 H -3.1939 2.2569 -3.4204
34 H -4.1417 1.1066 -2.4290
35 F 2.2676 2.3310 2.4200
36 C 1.1876 1.5968 2.7558
37 F 1.4520 0.9888 3.9466
38 F 0.1147 2.4154 2.9368
39 S 0.8165 0.3693 1.4390
40 N -0.3002 -0.4445 2.5776
41 C -1.6834 -0.3935 2.4112
42 O -2.2694 0.1450 1.4835
43 C -2.2517 -1.1984 3.5713
44 C -1.0588 -1.7584 4.3195
45 C 0.1476 -1.4675 3.4389
46 O 1.2424 -1.9884 3.4084
47 H -2.8469 -0.5350 4.2125
48 H -2.8870 -2.0078 3.1842
49 H -0.9287 -1.2203 5.2715
50 H -1.1436 -2.8331 4.5159

Forces on the atoms, in the same order (eV/Å):
C 0.181 -0.027 0.159
C 0.266 0.359 -0.029
C 0.072 0.048 -0.277
C -0.048 -0.449 -0.830
C 0.394 2.502 -0.230
C -3.670 -0.697 -0.657
O 0.746 0.299 0.556
O 1.625 0.192 -0.280
C -0.560 -0.172 0.140
C 0.076 -0.075 -0.170
C 2.929 -0.803 -0.030
O -0.614 -0.095 0.134
O -1.232 0.431 -0.178
C 0.752 -0.162 0.056
C -0.159 -0.126 -0.097
H -0.165 -0.078 0.021
H 0.108 -0.015 -0.052
H -0.047 0.032 0.024
H -0.042 -0.215 -0.256
H -0.186 0.014 0.065
H -0.187 -0.041 0.066
H 0.155 -0.365 0.080
H -0.508 -0.002 -0.140
H 0.006 -0.494 -0.054
H 0.041 -0.159 0.160
H 0.055 0.145 -0.132
H 0.119 -0.045 -0.026
H -0.007 0.071 -0.060
H 0.000 -0.115 0.153
H 0.046 0.141 -0.138
H -0.062 -0.171 0.143
H -0.091 0.010 -0.019
H -0.023 -0.111 0.145
H 0.100 0.017 -0.119
F -0.979 -0.395 0.569
C 0.192 0.107 -0.456
F -0.062 0.661 -0.039
F 0.972 -0.367 0.299
S -0.881 0.041 2.110
N 1.395 0.133 -1.191
C -0.273 0.446 -0.975
O 0.665 -0.740 1.664
C -0.716 0.009 -0.128
C 0.405 -0.442 0.536
C 0.194 -0.061 -0.403
O -1.262 0.594 0.374
H -0.046 -0.194 -0.348
H 0.018 0.415 0.028
H 0.179 -0.316 -0.242
H 0.129 0.268 0.074

natural (NBO) population analysis, charges in e, atoms 1 to 5: -0.60 -0.40 -0.40 -0.39 -0.51

---

[2]
C16H23IrN5O3S as an isolated structure. Source: the OMol25 dataset; level of theory: the ωB97M-V functional and the def2-TZVPD basis.

## Properties
Charge = +1
Spin multiplicity = 1
Frontier orbital gap = 6.605 eV
LUMO energy = -3.850 eV
HOMO level = -10.455 eV
ΔE to the lowest compared entry with this formula, charge and spin = 0.900 eV

Element x y z (Å)
1 Ir 0.8369 -0.1766 -1.1702
2 C -2.1378 0.6553 -2.0639
3 C -1.3976 1.7363 -1.3415
4 C -2.0015 3.0048 -1.2318
5 C -1.3490 4.0360 -0.6309
6 C -0.0890 3.8123 -0.0397
7 C 0.6182 4.8155 0.6569
8 C 1.7980 4.5121 1.2755
9 C 2.3066 3.2031 1.2427
10 C 1.6508 2.2100 0.5567
11 S 2.1665 0.5413 0.5329
12 C 0.4535 2.5157 -0.1206
13 N -0.1979 1.5079 -0.8205
14 H -3.1748 0.9513 -2.2037
15 H -2.1146 -0.2799 -1.5026
16 H -1.7003 0.5037 -3.0519
17 H -2.9820 3.1403 -1.6646
18 H -1.7964 5.0206 -0.5786
19 H 0.2022 5.8132 0.7006
20 H 2.3422 5.2772 1.8121
21 H 3.2254 2.9683 1.7642
22 N 0.1789 -1.1921 -3.0014
23 N 0.4194 -0.2805 -4.0544
24 C 1.3862 0.7356 -3.8261
25 O 1.8353 1.3299 -4.7668
26 O 1.6677 0.9729 -2.5673
27 H 0.7326 -2.0447 -3.1026
28 H -0.8001 -1.4624 -3.0031
29 H 0.4744 -0.6829 -4.9801
30 C -1.6606 -2.4190 2.8813
31 N -0.7577 -1.6771 2.0041
32 C -1.0730 -0.2656 1.8505
33 C 0.0539 -2.2972 1.1305
34 O 0.3340 -1.8158 -0.0116
35 N 0.5478 -3.5116 1.4392
36 C 0.8817 -3.8946 2.8093
37 C 1.2137 -4.2842 0.3989
38 H -2.6804 -2.0803 2.6930
39 H -1.4277 -2.2480 3.9328
40 H -1.6136 -3.4828 2.6702
41 H -1.4112 0.1079 2.8154
42 H -1.8688 -0.1059 1.1167
43 H -0.1839 0.2850 1.5626
44 H 0.7275 -3.0604 3.4861
45 H 1.9373 -4.1660 2.8436
46 H 0.2916 -4.7487 3.1427
47 H 0.6721 -4.1988 -0.5386
48 H 1.2194 -5.3288 0.7031
49 H 2.2441 -3.9522 0.2510

Forces on the atoms, in the same order (eV/Å):
Ir 0.157 -0.027 0.044
C 0.017 -0.026 -0.001
C 0.030 -0.021 0.044
C 0.002 0.021 -0.026
C 0.022 -0.002 0.031
C -0.014 -0.027 -0.046
C -0.012 0.013 0.011
C -0.004 0.026 0.010
C 0.015 -0.035 -0.005
C -0.057 -0.063 -0.038
S 0.134 0.117 0.035
C 0.036 -0.011 0.003
N -0.133 -0.055 -0.077
H 0.005 -0.007 0.013
H 0.016 0.001 -0.007
H 0.001 0.014 -0.034
H 0.005 -0.001 -0.009
H 0.005 0.003 -0.004
H 0.003 0.000 -0.002
H 0.004 -0.002 -0.004
H 0.001 0.003 -0.001
N -0.167 -0.014 0.089
N -0.062 -0.032 -0.024
C 0.034 0.186 0.045
O 0.004 -0.047 -0.022
O 0.040 -0.051 0.065
H 0.001 0.019 -0.026
H 0.016 0.000 -0.006
H 0.020 0.008 0.007
C -0.007 -0.021 0.012
N -0.012 -0.016 -0.023
C -0.055 0.039 -0.010
C 0.024 -0.015 0.082
O -0.123 0.017 -0.131
N 0.041 -0.015 -0.001
C 0.016 -0.004 -0.010
C 0.004 0.009 0.004
H 0.006 0.010 0.001
H 0.001 -0.001 -0.003
H -0.009 0.018 -0.002
H -0.004 0.003 -0.002
H -0.004 -0.006 0.001
H -0.006 0.001 0.009
H 0.008 -0.001 0.003
H -0.001 -0.002 0.004
H 0.001 0.002 0.003
H -0.004 -0.002 0.002
H 0.003 0.000 -0.001
H 0.001 -0.006 -0.003

natural (NBO) population analysis, charges in e, atoms 1 to 5: 1.10 -0.67 0.27 -0.26 -0.06

---

[3]
C16H23MnO2 as an isolated structure. Source: the OMol25 dataset; level of theory: the ωB97M-V functional and the def2-TZVPD basis.

## Properties
Charge = -1
Spin multiplicity = 4
Frontier orbital gap (spin up / spin down) = 5.042 / 5.299 eV
LUMO energy (spin up / spin down) = 3.143 / 3.131 eV
HOMO level (spin up / spin down) = -1.898 / -2.169 eV

Element x y z (Å)
1 Mn -0.0715 0.3693 1.2627
2 C 2.0668 0.3255 2.2130
3 C 2.5139 -0.4835 1.1216
4 C 2.2028 0.1706 -0.0835
5 H 3.0634 -1.4175 1.2152
6 C 1.5469 1.4195 0.2210
7 C 1.5635 1.5767 1.6739
8 H 1.3459 2.4703 2.2538
9 H 2.3742 0.1709 3.2408
10 H 2.4944 -0.1739 -1.0796
11 H 1.3416 2.1980 -0.5097
12 C -2.1838 0.2960 1.7894
13 C -1.5610 1.5253 2.2170
14 C -1.0979 2.2063 1.0352
15 H -1.5093 1.8980 3.2380
16 C -1.4180 1.3884 -0.1049
17 C -2.1138 0.2291 0.3641
18 H -2.5542 -0.5481 -0.2649
19 H -2.7139 -0.4237 2.4111
20 H -0.6252 3.1847 1.0029
21 H -1.2704 1.6419 -1.1527
22 O 0.4626 -2.6366 0.8515
23 C -0.2944 -0.5189 -3.6240
24 C 0.3215 -1.7055 -3.4540
25 C 0.5374 0.7353 -3.5375
26 C -1.8040 -0.4896 -3.4856
27 C 0.4865 -2.7031 -0.3777
28 H 1.3673 -1.7166 -3.1708
29 H -0.2618 -2.5986 -3.2436
30 H -0.3685 -3.0821 -0.9950
31 H 1.4358 -2.4774 -0.9224
32 H 0.5513 1.2534 -4.5016
33 H 1.5746 0.5297 -3.2486
34 H 0.1530 1.4216 -2.7774
35 H -2.2735 -0.5299 -4.4850
36 H -2.1291 0.4195 -2.9721
37 H -2.2092 -1.3393 -2.9039
38 C -0.2019 -0.5059 4.2035
39 O 0.1959 -0.5804 2.8607
40 H 0.3145 -1.2971 4.7580
41 H -1.2850 -0.6691 4.2949
42 H 0.0325 0.4668 4.6660

Forces on the atoms, in the same order (eV/Å):
Mn 0.380 -0.713 0.118
C 2.795 1.339 -1.698
C 0.133 0.841 0.949
C -0.420 0.860 -0.203
H -0.389 0.084 0.016
C 1.889 -0.561 0.216
C 0.937 -1.117 -0.323
H -0.022 -0.223 -0.178
H -0.448 -0.057 -0.122
H -0.310 0.116 0.271
H -0.152 -0.193 0.224
C -0.220 1.292 -0.215
C -1.870 0.775 -0.797
C -1.516 -0.431 0.284
H 0.168 -0.168 -0.328
C -1.135 0.340 0.359
C 0.151 0.070 -0.344
H 0.228 0.274 0.262
H 0.535 0.122 -0.065
H 0.064 -0.391 0.058
H 0.186 -0.076 0.397
O -0.394 -0.671 -2.938
C 0.599 -1.489 1.735
C -0.456 0.907 0.528
C -0.131 0.232 -0.367
C -0.263 0.149 -0.694
C 0.591 -0.266 2.507
H 0.137 -0.196 -0.543
H 0.124 0.006 -0.371
H 0.211 0.367 0.417
H -0.541 0.081 0.120
H -0.022 0.172 0.070
H -0.252 -0.166 -0.174
H -0.124 -0.088 -0.139
H -0.044 0.213 0.359
H 0.007 -0.033 -0.173
H 0.465 0.316 -0.321
C 0.259 -0.114 -1.794
O -0.990 -1.696 2.206
H -0.031 -0.010 0.302
H -0.178 0.034 0.287
H 0.051 0.071 0.102

natural (NBO) population analysis, charges in e, atoms 1 to 5: 0.83 -0.20 -0.33 -0.36 0.20

---

[4]
The molecule C16H23N3O2S. Source: the OMol25 dataset; level of theory: the ωB97M-V functional and the def2-TZVPD basis.

## Properties
Charge = 0
Spin multiplicity = 1
Frontier orbital gap = 8.460 eV
LUMO energy = 0.471 eV
SMILES string = CCCCN1CNC(=S)N(c2ccc(C(=O)OCC)cc2)C1
HOMO level = -7.988 eV
ΔE to the lowest compared entry with this formula, charge and spin = 0.902 eV

Element x y z (Å)
1 C -2.2451 -3.2004 -0.0014
2 C -2.5396 -2.3702 -1.2450
3 C -1.2507 -1.9770 -1.9636
4 C -1.4600 -1.2503 -3.3007
5 N -1.8636 0.1449 -3.2873
6 C -3.2273 0.4825 -3.0152
7 N -3.4333 0.8260 -1.6170
8 C -2.4583 1.1440 -0.7362
9 S -2.8904 1.5542 0.8064
10 N -1.1772 1.1234 -1.1972
11 C -0.0579 1.2199 -0.3587
12 C 0.0100 0.4895 0.8277
13 C 1.1311 0.5615 1.6264
14 C 2.2122 1.3553 1.2495
15 C 3.4383 1.4617 2.0718
16 O 4.4123 2.1064 1.7603
17 O 3.3594 0.7591 3.2087
18 C 4.5005 0.8159 4.0631
19 C 4.2167 -0.0202 5.2966
20 C 2.1476 2.0769 0.0600
21 C 1.0255 2.0123 -0.7383
22 C -0.9822 1.0738 -2.6520
23 H -1.6277 -2.6370 0.6948
24 H -3.1692 -3.4705 0.5037
25 H -1.7160 -4.1139 -0.2651
26 H -3.1694 -2.9488 -1.9262
27 H -3.0952 -1.4812 -0.9475
28 H -0.6885 -2.8887 -2.1822
29 H -0.6316 -1.3684 -1.3027
30 H -0.5163 -1.2758 -3.8556
31 H -2.2041 -1.7886 -3.8933
32 H -3.8796 -0.3552 -3.2772
33 H -3.5051 1.3495 -3.6408
34 H -4.3751 0.9474 -1.2775
35 H -0.8235 -0.1275 1.1227
36 H 1.1795 -0.0035 2.5435
37 H 4.6943 1.8624 4.3251
38 H 5.3720 0.4387 3.5152
39 H 4.0243 -1.0518 5.0139
40 H 5.0725 0.0119 5.9645
41 H 3.3443 0.3659 5.8168
42 H 2.9891 2.6935 -0.2171
43 H 0.9788 2.5937 -1.6465
44 H 0.0524 0.7884 -2.8492
45 H -1.1738 2.0704 -3.0774

Forces on the atoms, in the same order (eV/Å):
C -0.170 0.090 -0.161
C 0.268 -0.029 0.136
C -0.337 0.068 -0.218
C 0.268 -0.189 0.186
N -0.110 0.157 0.020
C -0.117 0.182 -0.447
N 0.179 0.021 -0.253
C -0.338 0.058 0.137
S -0.292 0.196 0.611
N -0.341 -0.151 -0.348
C 0.480 0.068 0.402
C 0.028 -0.087 -0.119
C 0.153 0.098 -0.088
C -0.239 0.066 -0.230
C 0.365 0.191 -0.067
O -0.127 -0.079 0.060
O -0.314 -0.155 0.029
C 0.496 0.081 0.259
C -0.113 0.185 -0.421
C 0.217 -0.130 0.298
C -0.303 -0.118 -0.001
C 0.019 0.057 -0.423
H 0.075 0.031 0.114
H -0.034 -0.069 0.122
H 0.069 -0.114 0.022
H -0.062 0.028 -0.054
H -0.068 -0.002 -0.061
H 0.080 -0.023 0.011
H 0.116 -0.046 0.031
H -0.082 -0.085 -0.039
H 0.069 -0.040 -0.044
H 0.091 0.070 0.002
H -0.026 -0.198 0.134
H 0.152 0.044 0.108
H -0.016 -0.022 -0.015
H -0.014 -0.052 0.063
H 0.004 -0.166 -0.076
H -0.126 0.108 0.081
H 0.000 -0.120 0.033
H 0.077 -0.007 0.077
H -0.063 0.010 0.109
H 0.063 0.042 -0.024
H -0.010 0.070 -0.082
H -0.081 0.071 0.044
H 0.115 -0.108 0.082

natural (NBO) population analysis, charges in e, atoms 1 to 5: -0.60 -0.41 -0.42 -0.20 -0.45

---

[5]
An isolated ion of composition C16H23N4O2S and charge +1. Source: the OMol25 dataset; level of theory: the ωB97M-V functional and the def2-TZVPD basis.

## Properties
Charge = +1
Spin multiplicity = 1
Frontier orbital gap = 9.229 eV
LUMO energy = -2.778 eV
SMILES string = CCN(CC)C(=O)CSc1nnc([C@@H]([NH3+])Cc2ccccc2)o1
HOMO level = -12.007 eV
ΔE to the lowest compared entry with this formula, charge and spin = 0.000 eV

Element x y z (Å)
1 C -3.9865 -1.0786 -1.6263
2 C -3.1404 0.1886 -1.6365
3 N -2.6271 0.5290 -0.3131
4 C -3.6140 1.0302 0.6337
5 C -4.0445 0.0222 1.6954
6 C -1.3192 0.4232 -0.0926
7 O -0.5426 0.0584 -0.9928
8 C -0.7702 0.7879 1.2758
9 S -0.7418 -0.6250 2.4666
10 C 0.4502 -1.5893 1.6898
11 N 0.8247 -2.8185 1.8945
12 N 1.7056 -3.1208 0.9270
13 C 1.8391 -2.0773 0.1825
14 C 2.5694 -1.8235 -1.0869
15 N 1.5781 -1.1846 -2.0183
16 C 3.7633 -0.8742 -0.8756
17 C 3.3505 0.3902 -0.1665
18 C 2.8297 1.4701 -0.8699
19 C 2.3914 2.5993 -0.1999
20 C 2.4670 2.6596 1.1818
21 C 3.0026 1.5954 1.8899
22 C 3.4430 0.4685 1.2185
23 O 1.0755 -1.0486 0.6272
24 H -4.9024 -0.9384 -1.0597
25 H -3.4299 -1.9086 -1.1973
26 H -4.2575 -1.3350 -2.6465
27 H -3.7307 1.0323 -2.0032
28 H -2.2819 0.0573 -2.2966
29 H -4.4875 1.3140 0.0443
30 H -3.2399 1.9392 1.1127
31 H -4.8899 0.4307 2.2419
32 H -3.2512 -0.1851 2.4067
33 H -4.3514 -0.9150 1.2415
34 H -1.3724 1.5411 1.7760
35 H 0.2535 1.1507 1.1686
36 H 2.9158 -2.7737 -1.5006
37 H 1.0388 -1.8879 -2.5313
38 H 2.0580 -0.5728 -2.6858
39 H 0.8561 -0.5885 -1.4811
40 H 4.2097 -0.6488 -1.8465
41 H 4.5086 -1.4046 -0.2816
42 H 2.7913 1.4542 -1.9510
43 H 1.9940 3.4327 -0.7583
44 H 2.1241 3.5391 1.7044
45 H 3.0794 1.6433 2.9652
46 H 3.8618 -0.3586 1.7739

Forces on the atoms, in the same order (eV/Å):
C 0.122 0.206 -0.008
C 0.015 -0.251 -0.456
N -0.012 0.071 -0.267
C -0.192 -0.001 0.525
C -0.014 0.214 -0.112
C 0.185 0.096 0.036
O -0.083 0.040 -0.270
C 0.190 -0.398 0.228
S -0.208 0.431 0.098
C 0.435 -0.429 -0.380
N -1.191 0.704 1.225
N 1.151 -0.225 -1.460
C -0.320 -0.275 0.345
C 0.482 -0.146 0.409
N -0.332 0.266 -0.067
C -0.141 0.123 0.040
C 0.237 0.124 -0.074
C 0.103 -0.088 0.097
C -0.115 0.084 0.002
C 0.000 0.059 -0.031
C 0.005 -0.068 0.046
C 0.071 0.091 -0.059
O 0.212 -0.467 0.182
H -0.123 -0.053 0.064
H 0.031 -0.095 0.042
H -0.073 -0.047 -0.083
H 0.076 0.000 0.044
H -0.215 0.105 0.107
H 0.130 0.068 0.019
H -0.101 -0.009 -0.119
H -0.094 0.017 0.094
H -0.057 -0.042 0.035
H -0.009 -0.113 -0.020
H 0.024 0.004 0.050
H -0.206 0.038 -0.041
H -0.163 0.139 -0.023
H 0.116 0.143 0.053
H -0.178 -0.218 0.052
H 0.147 -0.124 -0.218
H 0.066 -0.033 -0.039
H -0.039 -0.071 -0.096
H 0.030 0.018 -0.147
H -0.026 0.098 -0.052
H -0.010 0.105 0.047
H 0.024 0.011 0.109
H 0.049 -0.106 0.074

natural (NBO) population analysis, charges in e, atoms 1 to 5: -0.62 -0.22 -0.39 -0.22 -0.62

---

Calculated total energy in order - -1827.5230 -1625.3416 -1924.7450 -1336.4459 -1390.9501 a.u.